(1)
Computed, not measured: C7H15N in the gas phase at a distorted geometry, with the ωB97M-V functional and the def2-TZVPD basis.

Geometry as XYZ:
```
23
Properties=species:S:1:pos:R:3:lowdin_charge:R:1
C 2.41 1.09 0.16 -0.11
C 1.89 -0.11 -0.64 -0.24
C 0.75 -0.74 -0.75 -0.16
C -0.50 -0.52 0.08 -0.70
C -0.11 -0.44 1.48 -0.07
C -1.37 -1.62 -0.24 -0.06
C -1.01 0.75 -0.61 -0.22
N -2.14 1.73 -0.19 -0.03
H 2.97 0.40 0.96 0.11
H 3.12 1.53 -0.75 0.13
H 1.63 1.72 0.75 0.07
H 2.64 -0.77 -1.21 0.12
H 0.71 -1.44 -1.72 0.15
H 0.66 -1.23 1.82 0.13
H 0.45 0.52 1.96 0.13
H -1.02 -0.58 2.00 0.06
H -2.55 -1.18 -0.32 0.16
H -0.92 -1.76 -1.33 0.10
H -0.95 -2.30 0.38 0.05
H -1.16 0.76 -1.66 0.10
H -0.05 1.39 -0.34 0.11
H -2.36 1.45 0.80 0.05
H -3.08 1.35 -0.66 0.09
```

Computed properties:
E_HOMO	-8.934	eV
orbital gap	9.75	eV
relative energy (zero: lowest compared OMol25 entry of this formula, charge and spin)	5.661	eV
largest force on an atom	6.1	eV/A
SMILES string	C/C=C\C(C)(C)CN

=====

(2)
Computed, not measured: C16H26N2O in the gas phase at a distorted geometry, with the ωB97M-V functional and the def2-TZVPD basis.

Geometry as XYZ:
```
45
Properties=species:S:1:pos:R:3:lowdin_charge:R:1
C 2.30 2.01 2.37 -0.05
C 1.62 1.84 1.05 -0.29
C 0.48 2.55 0.76 -0.01
C -0.17 2.57 -0.63 -0.27
C 0.66 3.36 -1.65 -0.04
C -0.56 1.19 -1.18 -0.34
O -1.69 1.13 -1.71 0.03
N 0.29 0.09 -1.20 0.04
C -0.14 -1.23 -1.67 -0.10
C -0.32 -2.29 -0.55 -0.32
C -0.89 -3.61 -1.09 -0.06
N -1.22 -1.89 0.55 -0.12
C -0.70 -1.11 1.69 -0.18
C -1.81 -0.18 2.11 -0.18
C -3.06 -0.88 1.61 -0.18
C -2.64 -1.58 0.35 -0.18
C 1.68 0.16 -0.89 -0.23
C 2.69 -0.62 -1.75 -0.03
C 2.23 0.95 0.09 -0.03
H 2.29 1.08 2.90 0.07
H 1.81 2.78 2.96 0.08
H 3.35 2.21 2.22 0.07
H 0.04 3.17 1.55 0.11
H -1.08 3.14 -0.47 0.13
H 0.88 4.33 -1.29 0.06
H 1.61 2.81 -1.79 0.08
H 0.14 3.44 -2.63 0.10
H -1.10 -1.13 -2.11 0.10
H 0.51 -1.61 -2.44 0.11
H 0.68 -2.50 -0.13 0.14
H -1.07 -4.30 -0.25 0.09
H -0.17 -4.08 -1.77 0.08
H -1.85 -3.53 -1.60 0.08
H 0.21 -0.55 1.45 0.10
H -0.50 -1.81 2.49 0.11
H -1.82 -0.01 3.25 0.14
H -1.65 0.79 1.60 0.10
H -3.41 -1.56 2.38 0.11
H -3.84 -0.18 1.43 0.10
H -2.74 -0.93 -0.53 0.11
H -3.23 -2.48 0.18 0.11
H 3.73 -0.35 -1.49 0.08
H 2.59 -0.35 -2.80 0.08
H 2.56 -1.70 -1.57 0.08
H 3.30 0.88 0.19 0.10
```

Computed properties:
E_HOMO	-7.649	eV
orbital gap	8.36	eV
relative energy (zero: lowest compared OMol25 entry of this formula, charge and spin)	1.883	eV
largest force on an atom	3.2	eV/A
SMILES string	CC1=C[C@@H](C)C(=O)N(C[C@H](C)N2CCCC2)C(C)=C1

=====

(3)
Computed, not measured: 2 unconnected molecules or ions with the total composition C5H10O at a distorted geometry, with the ωB97M-V functional and the def2-TZVPD basis.

Geometry as XYZ:
```
16
Properties=species:S:1:pos:R:3:lowdin_charge:R:1
O 0.81 0.27 1.81 -0.16
C 0.56 -1.15 -0.25 -0.20
C 1.07 0.21 -0.73 -0.18
C 0.21 1.06 0.14 -0.15
C -1.20 0.55 0.06 -0.17
C -0.97 -0.97 -0.10 -0.17
H 0.98 -1.26 0.74 0.08
H 0.86 -1.99 -0.86 0.10
H 2.13 0.38 -0.54 0.12
H 0.86 0.40 -1.79 0.13
H 0.32 2.17 0.02 0.15
H 0.73 1.22 1.57 -0.02
H -1.79 0.84 0.94 0.12
H -1.71 0.99 -0.81 0.12
H -1.34 -1.50 0.78 0.11
H -1.51 -1.35 -0.97 0.10
```

Computed properties:
E_HOMO	-10.078	eV
orbital gap	10.62	eV
relative energy (zero: lowest compared OMol25 entry of this formula, charge and spin)	3.327	eV
largest force on an atom	3.8	eV/A

=====

(4)
Computed, not measured: C2H5N3O in the gas phase at a distorted geometry, with the ωB97M-V functional and the def2-TZVPD basis.

Geometry as XYZ:
```
11
Properties=species:S:1:pos:R:3:lowdin_charge:R:1
C -0.34 -0.68 0.10 -0.15
C -1.73 -0.84 0.00 -0.18
N -2.66 1.20 0.02 0.11
N 0.17 0.53 0.13 -0.09
N 1.48 0.90 0.09 0.04
O -2.72 -0.06 -0.01 -0.12
H 0.15 -1.55 -0.07 0.07
H -2.04 -1.83 0.17 0.11
H -1.65 1.38 -0.23 0.05
H 2.12 0.18 -0.19 0.09
H 1.45 1.80 -0.29 0.07
```

Computed properties:
E_HOMO (alpha / beta)	-6.634 / -9.392	eV
orbital gap (alpha / beta)	7.60 / 8.55	eV
spin multiplicity	3
relative energy (zero: lowest compared OMol25 entry of this formula, charge and spin)	1.013	eV
largest force on an atom	7.0	eV/A

=====

(5)
Computed, not measured: C5H13NO in the gas phase at a distorted geometry, with the ωB97M-V functional and the def2-TZVPD basis.

Geometry as XYZ:
```
20
Properties=species:S:1:pos:R:3:lowdin_charge:R:1
C -0.14 2.78 -0.65 -0.14
C 0.79 1.64 -0.26 -0.16
C 0.04 0.03 -0.43 -0.39
O -1.34 0.05 -0.21 -0.04
C 0.75 -0.75 0.58 -0.13
C 0.23 -2.42 0.38 -0.23
N -1.09 -2.69 0.88 -0.03
H -0.92 2.91 0.10 0.07
H -0.62 2.56 -1.60 0.07
H 0.38 3.73 -0.73 0.07
H 1.21 1.83 0.73 0.09
H 1.63 1.57 -0.95 0.09
H 0.26 -0.29 -1.46 0.14
H -1.77 0.53 -0.92 0.10
H 1.82 -0.75 0.43 0.10
H 0.46 -0.47 1.59 0.11
H 0.28 -2.69 -0.67 0.09
H 0.95 -3.01 0.94 0.09
H -1.78 -2.11 0.39 0.05
H -1.16 -2.46 1.87 0.07
```

Computed properties:
E_HOMO	-8.220	eV
orbital gap	9.09	eV
relative energy (zero: lowest compared OMol25 entry of this formula, charge and spin)	1.797	eV
largest force on an atom	4.7	eV/A
SMILES string	CC[C@H](O)CCN

=====

(6)
Computed, not measured: a molecular structure, C15H25NO2S at a distorted geometry, with the ωB97M-V functional and the def2-TZVPD basis.

Geometry as XYZ:
```
44
Properties=species:S:1:pos:R:3:lowdin_charge:R:1
C -1.96 -2.46 0.93 -0.09
N -1.35 -1.14 0.56 -0.16
C -0.35 -1.05 -0.52 -0.17
H -0.38 -0.18 -0.95 0.08
C 0.89 -1.65 -0.03 -0.13
O 0.99 -0.81 1.35 -0.17
H 0.06 -0.73 1.83 0.11
C 1.97 -1.14 -1.01 -0.15
O 3.12 -1.84 -0.73 -0.12
C 3.96 -1.44 0.47 -0.04
C 4.57 0.08 0.21 -0.67
C 5.69 0.15 -0.60 -0.27
C 6.20 1.23 -0.74 -0.15
C 5.32 2.34 0.01 -0.23
S 3.97 1.39 0.57 1.10
H 5.27 3.29 0.16 -0.05
H 7.10 1.57 -1.08 0.08
H 6.32 -0.82 -0.82 0.18
H 4.75 -2.08 0.62 0.07
H 3.23 -1.22 1.46 0.16
H 2.11 -0.08 -0.98 0.13
H 1.55 -1.38 -1.73 0.01
H 0.92 -2.44 0.41 0.05
H -0.81 -1.81 -1.12 0.13
C -2.56 0.04 0.20 -0.37
C -1.93 1.30 0.72 -0.20
C -3.14 2.10 0.77 -0.28
C -3.87 2.45 -0.58 -0.10
C -4.53 0.86 -0.75 -0.09
C -3.28 -0.16 -0.82 -0.25
H -2.61 0.25 -1.75 0.18
H -3.74 -1.14 -1.22 0.16
H -4.94 0.94 -1.80 0.11
H -5.19 0.48 -0.11 0.05
H -4.77 2.94 -0.50 0.06
H -3.20 2.81 -1.31 0.09
H -2.72 3.29 0.80 0.14
H -3.84 2.05 1.85 0.19
H -1.32 1.62 -0.02 0.09
H -1.60 1.39 1.78 0.15
H -3.20 -0.44 1.39 0.23
H -2.70 -2.83 0.24 0.06
H -1.27 -3.16 1.11 0.03
H -2.72 -2.57 1.73 0.09
```

Computed properties:
E_HOMO	-7.912	eV
orbital gap	8.56	eV
relative energy (zero: lowest compared OMol25 entry of this formula, charge and spin)	19.131	eV
largest force on an atom	19.3	eV/A

=====

(7)
Computed, not measured: a gas-phase ion, C10H14NO (charge +1) at a distorted geometry, with the ωB97M-V functional and the def2-TZVPD basis.

Geometry as XYZ:
```
26
Properties=species:S:1:pos:R:3:lowdin_charge:R:1
C 2.75 0.75 0.21 -0.06
C 1.59 0.99 -0.48 -0.04
C 3.26 -0.58 0.40 -0.06
C 0.81 -0.15 -1.08 -0.19
C 2.66 -1.64 -0.22 -0.05
C 1.52 -1.48 -1.06 -0.23
C -2.67 2.18 0.33 0.02
C -2.26 -0.02 1.66 -0.01
C 0.97 -2.60 -1.58 0.17
C -2.39 0.63 0.29 -0.38
N -1.35 0.42 -0.57 0.18
O -0.31 -0.17 -0.10 0.05
H 3.36 1.58 0.67 0.14
H 1.12 2.06 -0.42 0.15
H 4.13 -0.64 1.08 0.12
H 0.42 -0.01 -2.18 0.20
H 3.16 -2.57 0.10 0.14
H -1.80 2.68 0.09 0.05
H -3.51 2.59 -0.34 0.13
H -2.90 2.37 1.31 0.06
H -1.77 0.62 2.21 0.03
H -1.83 -0.99 1.44 0.09
H -3.29 -0.20 2.18 0.15
H 0.27 -2.58 -2.25 0.03
H 1.39 -3.52 -1.27 0.08
H -3.35 0.27 -0.41 0.25
```

Computed properties:
E_HOMO	-11.969	eV
orbital gap	5.72	eV
net charge	+1
relative energy (zero: lowest compared OMol25 entry of this formula, charge and spin)	7.482	eV
largest force on an atom	6.7	eV/A